Entry A
C4H13N3 | ωB97M-V/def2-TZVPD

Geometry as XYZ:
```
20
Properties=species:S:1:pos:R:3:mulliken_charge:R:1
N -0.512 -0.038 -1.381 -0.476
C -0.267 0.400 -0.008 0.207
C 0.857 -0.474 0.505 -1.074
C 0.731 -1.946 0.047 -0.384
N -0.090 -2.683 0.949 -0.296
C 0.091 1.893 0.013 -0.749
N -1.098 2.740 -0.258 -0.588
H -1.313 0.379 -1.824 0.300
H 0.358 0.112 -1.897 0.298
H -1.145 0.224 0.616 0.393
H 1.202 -0.414 1.537 0.460
H 1.772 -0.087 0.022 0.414
H 0.372 -1.870 -1.010 0.346
H 1.719 -2.402 0.092 0.390
H -0.184 -3.669 0.714 0.299
H -1.003 -2.264 1.109 0.253
H 0.516 2.104 0.996 0.382
H 0.879 2.170 -0.684 0.301
H -1.925 2.279 0.110 0.251
H -0.962 3.545 0.351 0.274
```

Output
- LUMO level (spin up / spin down) (eV) = -2.82 / -8.37
- 2S+1 = 2
- total charge = +1
- frontier orbital gap (spin up / spin down) (eV) = 10.5568 / 4.9890


Entry B
C4H13N3 | ωB97M-V/def2-TZVPD

Geometry as XYZ:
```
20
Properties=species:S:1:pos:R:3:mulliken_charge:R:1
C 0.988 0.460 0.107 -0.765
N -0.117 1.039 -0.608 -0.018
C -0.391 0.640 -1.945 -0.185
N -1.734 0.923 -2.304 -0.461
C 0.501 -0.249 1.422 0.236
C -0.535 -1.344 1.080 -1.236
N 1.671 -0.772 2.051 -0.508
H 1.555 1.354 0.431 0.320
H 1.665 -0.142 -0.478 0.395
H -0.994 0.971 -0.082 0.295
H -0.212 -0.434 -2.095 0.301
H 0.331 1.197 -2.572 0.337
H -1.961 0.992 -3.281 0.220
H -2.300 1.546 -1.755 0.186
H 0.019 0.504 2.039 0.327
H -0.395 -2.134 1.830 0.381
H -1.520 -0.908 1.000 0.411
H -0.291 -1.865 0.146 0.311
H 1.584 -1.706 2.408 0.218
H 2.137 -0.071 2.605 0.233
```

Output
- LUMO level (spin up / spin down) (eV) = -2.66 / -7.75
- 2S+1 = 2
- total charge = +1
- frontier orbital gap (spin up / spin down) (eV) = 10.9871 / 5.3653


Result of the stability comparison: entry B is the most stable of them.